one:
The following is a quantum chemistry calculation of a gas-phase ion, CH2N5 (charge +1), from OMol25.

Properties
Net charge = +1
SMILES = [H]/N=[N+](C#N)\N=N\[H]
E_HOMO (spin up / spin down) = -16.2 / -16.2 eV
LUMO energy (spin up / spin down) = -7.94 / -7.94 eV
Frontier orbital gap (spin up / spin down) = 8.273 / 8.272 eV

Cartesian coordinates (Å):
1 C 1.421 0.118 -0.085
2 N 2.422 0.673 0.082
3 N -1.202 1.327 0.212
4 N 0.182 -1.750 0.072
5 N -0.754 0.437 -0.453
6 N 0.280 -0.557 0.006
7 H -1.811 2.030 -0.180
8 H -0.538 -2.279 0.346

two:
The following is a quantum chemistry calculation of a gas-phase ion, CH2N5 (charge +1), from OMol25.

Properties
Net charge = +1
E_HOMO = -15.4 eV
LUMO energy = -5.15 eV
Frontier orbital gap = 10.270 eV

Cartesian coordinates (Å):
1 C 0.335 0.015 0.779
2 N -1.920 0.065 -2.515
3 N -0.740 -0.421 0.565
4 N -1.662 -0.211 -1.464
5 N -1.665 -0.656 -0.310
6 N 1.558 0.271 0.977
7 H 1.772 1.151 1.406
8 H 2.322 -0.214 0.561

Stability ranking, top and bottom: two is the most stable and one is the least stable.

one:
The following is a quantum chemistry calculation of a molecular structure, C2H8P2S2, from OMol25.

Properties
Net charge = 0
E_HOMO (spin up / spin down) = -8.3 / -8.3 eV
LUMO energy (spin up / spin down) = -1.17 / -1.17 eV
Frontier orbital gap (spin up / spin down) = 7.168 / 7.170 eV

Cartesian coordinates (Å):
1 C 1.524 -0.798 0.081
2 C -0.339 1.564 0.214
3 P -2.050 -1.306 -0.174
4 P 0.221 0.251 -0.815
5 S 3.185 0.103 0.139
6 S -2.805 0.411 0.222
7 H 1.639 -1.661 -0.527
8 H 1.270 -1.165 0.977
9 H -0.427 1.659 1.289
10 H -0.567 2.519 -0.238
11 H -2.919 -1.639 -1.323
12 H -3.071 -1.961 0.665
13 H 1.313 0.910 -1.472
14 H 3.028 1.111 0.964

two:
The following is a quantum chemistry calculation of a molecular structure, C2H8P2S2, from OMol25.

Properties
Net charge = 0
E_HOMO (spin up / spin down) = -8.0 / -8.0 eV
LUMO energy (spin up / spin down) = -1.40 / -1.40 eV
Frontier orbital gap (spin up / spin down) = 6.583 / 6.585 eV

Cartesian coordinates (Å):
1 C 1.717 -0.347 1.522
2 C 0.925 0.894 -0.959
3 P -1.744 -0.344 0.542
4 P 0.951 -0.764 -0.095
5 S -2.869 -2.104 0.056
6 S 2.233 -1.946 -1.131
7 H 0.918 -0.180 2.232
8 H 2.294 0.574 1.395
9 H 2.322 -1.105 1.857
10 H -0.140 1.235 -1.041
11 H 1.311 0.892 -1.918
12 H 1.537 1.607 -0.339
13 H -1.425 -1.062 1.782
14 H -3.873 -1.386 -0.661

Stability ranking, top and bottom: two is the most stable and one is the least stable.

one:
The following is a quantum chemistry calculation of a gas-phase ion, C3H5BrN3 (charge +1), from OMol25.

Properties
Net charge = +1
E_HOMO = -13.9 eV
LUMO energy = -5.27 eV
Frontier orbital gap = 8.584 eV

Cartesian coordinates (Å):
1 C 2.048 0.841 -0.686
2 C 0.905 0.357 1.123
3 C -2.421 -1.145 0.012
4 N 0.844 0.778 -1.180
5 N 0.119 0.544 -0.010
6 N 2.110 0.614 0.617
7 Br -1.695 0.754 -0.009
8 H 2.967 0.881 -1.231
9 H -1.905 -1.776 -0.599
10 H -3.439 -1.080 -0.507
11 H -2.261 -1.470 1.083
12 H 2.729 0.703 1.387

two:
The following is a quantum chemistry calculation of a gas-phase ion, C3H5BrN3 (charge +1), from OMol25.

Properties
Net charge = +1
SMILES = C[n+]1[nH]cnc1Br
E_HOMO = -15.1 eV
LUMO energy = -4.27 eV
Frontier orbital gap = 10.878 eV

Cartesian coordinates (Å):
1 C -0.168 1.900 -0.078
2 C 1.227 0.309 0.162
3 C -0.320 -1.621 -0.043
4 N 1.106 1.666 0.088
5 N -0.900 0.793 -0.067
6 N -0.007 -0.227 -0.001
7 Br 2.788 -0.679 0.252
8 H -0.610 2.969 -0.025
9 H -0.282 -1.976 -1.054
10 H 0.422 -2.182 0.526
11 H -1.365 -1.717 0.223
12 H -1.890 0.765 0.015

Stability ranking, top and bottom: two is the most stable and one is the least stable.